C28H54O27 | ωB97M-V/def2-TZVPD

HOMO energy in Eh: -0.375
Net charge: 0
Electronic energy in eV: -85181.7615
Energy above the lowest of the compared OMol25 structures with the same formula, charge and spin in kcal per mole: 0.0
SMILES: C[C@H]1COC(=O)O1.COC(=O)OC.COC(=O)OC.COC(=O)OC.COC(=O)OC.COC(=O)OC.COC(=O)OC.COC(=O)OC.COC(=O)OC
LUMO level in Ha: 0.009

```
109
Properties=species:S:1:pos:R:3:forces:R:3:lowdin_charge:R:1
C 1.829229 -2.474055 1.415541 -0.50 -2.57 1.66 0.005
C 3.084229 -3.285055 1.673541 0.09 1.78 2.04 -0.272
C 3.542229 -3.274055 3.169541 1.23 3.22 -1.76 -0.113
O 3.387229 -4.531055 3.626541 0.47 -0.58 2.87 0.138
C 2.967229 -5.297055 2.676541 -1.13 -6.06 1.35 -0.604
O 2.738229 -6.507055 2.827541 0.56 3.18 -0.68 0.115
O 2.793229 -4.626055 1.602541 -0.94 -1.06 -4.49 0.121
H 1.073229 -2.961055 2.065541 0.13 0.74 -0.08 0.106
H 1.458229 -2.654055 0.454541 -0.32 -0.12 -1.76 0.057
H 1.881229 -1.447055 1.603541 0.36 1.49 0.42 0.068
H 3.854229 -2.936055 1.026541 0.88 -0.47 -0.76 0.146
H 2.962229 -2.539055 3.635541 -1.35 0.69 1.39 0.112
H 4.548229 -2.916055 3.328541 0.63 -0.23 -0.24 0.136
C -0.846771 4.755945 3.238541 -0.56 -2.44 -1.11 -0.043
O -0.510771 5.570945 2.135541 2.03 1.13 -1.63 -0.018
C 0.789229 5.951945 2.013541 5.41 0.63 4.75 -0.357
O 1.706229 5.907945 3.052541 -5.67 0.07 -6.29 -0.041
O 1.105229 6.469945 0.778541 -2.20 -1.24 1.61 -0.018
C 2.378229 7.008945 0.418541 0.63 -0.47 3.17 -0.043
H -0.272771 3.808945 3.192541 -0.10 0.66 0.20 0.109
H -1.908771 4.460945 3.172541 0.39 0.38 -0.55 0.093
H -0.755771 5.233945 4.147541 0.74 1.16 1.87 0.068
H 3.177229 6.541945 0.990541 -0.14 -0.46 0.06 0.081
H 2.470229 8.040945 0.688541 -0.51 0.81 -0.12 0.094
H 2.549229 6.830945 -0.586459 -0.11 -0.27 -2.01 0.067
C -2.232771 3.862945 -0.289459 -1.47 1.30 1.14 -0.051
O -2.399771 2.649945 -1.024459 0.88 -2.46 -0.26 0.008
C -1.576771 1.678945 -0.573459 5.65 3.31 5.34 -0.370
O -0.621771 2.042945 0.444541 -5.48 -2.90 -5.72 -0.088
O -1.575771 0.497945 -1.172459 -1.11 1.26 0.03 0.000
C -0.753771 -0.565055 -0.664459 1.32 -0.61 -0.23 -0.023
H -1.273771 4.301945 -0.441459 0.86 -0.12 0.14 0.076
H -2.469771 3.653945 0.758541 0.62 0.08 -0.19 0.074
H -2.959771 4.668945 -0.548459 0.09 -1.22 -0.69 0.117
H -1.165771 -1.077055 0.199541 -0.47 0.16 -0.07 0.076
H 0.227229 -0.210055 -0.371459 0.03 0.51 0.10 0.090
H -0.556771 -1.305055 -1.470459 -0.71 0.66 0.33 0.089
C -2.958771 -6.713055 -3.655459 0.18 -0.48 1.48 -0.034
O -3.076771 -5.297055 -3.745459 0.09 2.42 1.46 -0.016
C -3.198771 -4.589055 -2.597459 -0.41 -5.18 6.53 -0.369
O -3.224771 -5.254055 -1.287459 0.19 4.36 -7.82 -0.094
O -3.352771 -3.310055 -2.786459 -0.29 -0.38 -1.77 0.024
C -3.427771 -2.379055 -1.733459 2.39 0.23 2.23 -0.033
H -2.335771 -7.008055 -2.810459 -0.17 0.29 0.19 0.092
H -2.436771 -7.081055 -4.512459 -0.14 0.12 -0.89 0.089
H -3.954771 -7.117055 -3.516459 -0.04 -0.26 -0.22 0.101
H -3.174771 -1.324055 -1.993459 -0.52 -1.11 -0.72 0.107
H -2.634771 -2.690055 -1.032459 -0.07 0.25 -0.09 0.080
H -4.283771 -2.431055 -1.100459 -1.26 -0.23 -0.28 0.090
C -3.154771 -2.994055 2.508541 0.99 -0.36 1.49 0.000
O -1.908771 -2.309055 2.208541 0.24 0.63 0.05 -0.048
C -1.652771 -1.206055 2.916541 -4.88 2.53 4.62 -0.436
O -2.624771 -0.641055 3.743541 6.11 -2.90 -4.99 -0.032
O -0.387771 -0.810055 2.758541 -1.23 -2.18 -0.50 -0.036
C 0.001229 0.457945 3.228541 -0.90 0.54 1.33 -0.033
H -3.276771 -3.834055 1.868541 0.36 -0.42 -1.03 0.081
H -3.996771 -2.356055 2.438541 -0.61 0.79 0.07 0.073
H -3.049771 -3.416055 3.519541 -0.28 0.44 -0.19 0.116
H 1.005229 0.705945 2.919541 0.09 -0.25 -0.35 0.101
H -0.095771 0.512945 4.318541 0.16 -0.15 -0.15 0.109
H -0.744771 1.078945 2.806541 -0.17 1.50 -0.33 0.062
C -4.485771 0.290945 0.784541 -1.21 -0.75 -0.66 -0.011
O -4.305771 1.687945 1.042541 0.22 0.34 -0.39 0.014
C -5.032771 2.328945 1.908541 -5.83 -4.78 6.01 -0.459
O -5.990771 1.718945 2.734541 5.27 3.48 -5.04 -0.055
O -4.696771 3.565945 2.064541 2.07 -0.42 -1.81 0.015
C -5.302771 4.298945 3.051541 -0.92 2.56 0.52 -0.062
H -3.517771 -0.171055 0.871541 0.57 0.05 -0.33 0.066
H -4.927771 0.170945 -0.254459 0.66 0.21 1.25 0.125
H -5.103771 -0.263055 1.510541 -0.09 0.94 -0.12 0.100
H -5.383771 3.814945 3.987541 0.14 -0.68 0.85 0.094
H -6.263771 4.555945 2.696541 -1.54 -0.07 -0.07 0.089
H -4.864771 5.312945 3.139541 0.65 -0.90 -0.08 0.113
C 1.795229 2.802945 -1.658459 0.81 0.22 1.80 -0.033
O 2.929229 3.573945 -2.134459 1.79 1.13 1.24 -0.027
C 3.745229 4.183945 -1.209459 -2.52 -1.19 5.72 -0.366
O 3.510229 4.021945 0.168541 2.04 1.23 -8.50 -0.048
O 4.681229 4.987945 -1.812459 -1.16 -2.10 0.65 -0.038
C 5.654229 5.585945 -0.921459 -0.10 -1.62 1.60 -0.027
H 2.016229 1.990945 -0.952459 0.65 0.40 -0.24 0.098
H 1.278229 2.367945 -2.462459 -0.20 -0.22 -1.52 0.077
H 1.136229 3.448945 -1.125459 -0.48 0.63 0.37 0.070
H 5.066229 6.262945 -0.356459 -0.03 0.97 0.78 0.057
H 6.453229 6.087945 -1.450459 -0.23 -0.17 -0.56 0.092
H 6.079229 4.828945 -0.174459 -0.62 0.87 -1.27 0.128
C 5.764229 1.606945 -2.925459 0.74 -1.61 1.44 -0.017
O 4.419229 1.223945 -2.600459 -2.11 -1.06 -0.51 -0.023
C 3.876229 0.056945 -3.054459 8.72 -4.13 -3.74 -0.420
O 4.692229 -0.935055 -3.697459 -4.85 5.94 3.63 -0.084
O 2.644229 -0.110055 -2.833459 -2.03 1.00 0.67 0.035
C 2.002229 -1.185055 -3.507459 -0.54 -0.85 -0.59 -0.028
H 5.967229 1.670945 -3.941459 -0.31 -0.18 -2.19 0.070
H 6.410229 0.784945 -2.560459 -0.04 0.79 0.10 0.109
H 6.022229 2.603945 -2.553459 -0.63 -0.45 0.66 0.092
H 2.453229 -2.115055 -3.219459 0.04 -0.45 0.47 0.095
H 2.153229 -1.128055 -4.563459 0.47 0.41 -0.75 0.096
H 0.906229 -1.194055 -3.399459 0.63 0.47 0.80 0.094
C 0.023229 -3.907055 -4.151459 -1.30 -2.28 -1.71 -0.039
O -0.070771 -3.558055 -2.787459 -0.28 1.02 1.04 -0.021
C -0.051771 -4.459055 -1.846459 0.55 -9.41 0.81 -0.444
O 0.204229 -5.801055 -2.049459 -1.24 7.71 0.75 -0.028
O -0.413771 -4.040055 -0.622459 0.50 1.62 -2.95 -0.038
C -0.528771 -4.918055 0.474541 0.19 0.05 0.77 -0.029
H 0.020229 -5.021055 -4.349459 0.01 1.09 0.88 0.117
H 0.944229 -3.571055 -4.580459 0.43 0.66 -0.07 0.078
H -0.886771 -3.546055 -4.705459 1.00 0.15 0.76 0.118
H -1.282771 -5.665055 0.361541 -0.32 -0.58 -0.65 0.089
H -0.859771 -4.259055 1.260541 0.01 0.20 0.34 0.072
H 0.429229 -5.323055 0.745541 0.37 -0.40 -0.09 0.093
```
Forces are in eV/Å.